[1]
Here is C3H6N2 in the gas phase from the Open Molecules 2025 dataset. Energies are from ωB97M-V/def2-TZVPD.

Frontier orbital gap (eV): 9.60
Highest occupied orbital energy (eV): -8.664
SMILES string: C=C/C=N/N
LUMO energy (eV): 0.935
E (a.u.): -227.35297

```
11
Properties=species:S:1:pos:R:3:mulliken_charge:R:1
C -0.21 0.09 -0.09 -0.1316
C 1.04 -0.07 0.67 0.0738
C 2.07 -0.78 0.20 -0.7227
H -2.42 0.03 -1.07 0.2388
H -3.08 1.06 0.00 0.2750
H -0.20 -0.49 -1.00 0.2886
H 1.11 0.45 1.62 0.2963
H 2.99 -0.88 0.80 0.2323
H 2.07 -1.23 -0.78 0.2411
N -2.24 0.94 -0.58 -0.5063
N -1.14 0.89 0.23 -0.2853
```

---

[2]
Here is 3 unconnected molecules or ions with the total composition C3H6N2 from the Open Molecules 2025 dataset. Energies are from ωB97M-V/def2-TZVPD.

Frontier orbital gap (eV): 9.17
Highest occupied orbital energy (eV): -8.812
LUMO energy (eV): 0.362
E (a.u.): -227.28262

```
11
Properties=species:S:1:pos:R:3:mulliken_charge:R:1
C -1.00 0.36 -1.06 -0.6232
N -0.69 0.04 0.21 -0.1100
C 0.62 0.17 0.60 -0.4088
C 1.00 -0.45 1.83 0.2371
N 1.32 -0.98 2.81 -0.3888
H -0.64 1.31 -1.43 0.2791
H -1.97 0.03 -1.43 0.2885
H 0.41 -0.39 -1.56 0.0384
H -1.19 -0.75 0.61 0.2512
H 1.04 -0.45 -0.93 0.1186
H 1.09 1.12 0.37 0.3179
```

---

[3]
Here is C3H6N2 in the gas phase from the Open Molecules 2025 dataset. Energies are from ωB97M-V/def2-TZVPD.

Frontier orbital gap (eV): 8.84
Highest occupied orbital energy (eV): -8.277
LUMO energy (eV): 0.563
E (a.u.): -227.24948

```
11
Properties=species:S:1:pos:R:3:mulliken_charge:R:1
C -0.28 0.09 0.00 0.7231
N -0.81 -1.12 -0.36 -0.8046
C 1.87 -0.65 -0.31 -0.2242
C -1.00 1.25 0.36 -0.9363
N 1.11 0.16 0.30 -0.4344
H -1.77 -1.01 -0.67 0.2303
H -1.07 -0.20 0.96 0.2803
H 1.51 -1.37 -1.04 0.2843
H 2.94 -0.61 -0.09 0.2646
H -0.46 2.09 0.77 0.3035
H -2.04 1.35 0.08 0.3134
```

---

[4]
Here is C3H6N2O in the gas phase from the Open Molecules 2025 dataset. Energies are from ωB97M-V/def2-TZVPD.

Frontier orbital gap (eV): 10.24
Highest occupied orbital energy (eV): -9.286
SMILES string: [H]/N=C(/N)[C@@H]1CO1
LUMO energy (eV): 0.951
E (a.u.): -302.59413

```
12
Properties=species:S:1:pos:R:3:mulliken_charge:R:1
C -0.85 -0.02 -0.13 0.3362
C 0.54 -0.40 -0.42 0.1617
C 1.56 -0.27 0.53 -0.3489
H -0.73 2.16 -0.25 0.2544
H -2.23 1.29 0.06 0.3010
H -1.20 -1.84 -0.27 0.2201
H 0.58 -1.25 -1.19 0.3097
H 2.40 -0.92 0.53 0.2820
H 1.42 0.28 1.57 0.1927
N -1.22 1.31 0.12 -0.4722
N -1.71 -1.01 0.01 -0.7747
O 1.42 0.66 -0.55 -0.4619
```

---

[5]
Here is 2 unconnected molecules or ions with the total composition C3H6N2O from the Open Molecules 2025 dataset. Energies are from ωB97M-V/def2-TZVPD.

Frontier orbital gap (spin up / spin down) (eV): 8.16 / 8.23
Highest occupied orbital energy (spin up / spin down) (eV): -8.633 / -9.096
LUMO energy (spin up / spin down) (eV): -0.476 / -0.866
E (a.u.): -302.48732

```
12
Properties=species:S:1:pos:R:3:mulliken_charge:R:1
C 0.27 0.48 0.27 0.9994
C 1.45 -0.41 0.02 -1.2792
C -0.71 0.47 -0.77 -1.0529
N 0.48 1.15 1.28 -0.6273
N -2.46 -0.81 0.04 0.1591
O -2.11 -1.93 0.25 -0.1574
H 1.99 0.12 -0.75 0.2829
H 1.32 -1.35 -0.46 0.3672
H 1.93 -0.52 0.95 0.3877
H -0.58 -0.35 -1.49 0.3198
H -1.36 1.34 -0.88 0.3673
H -0.22 1.83 1.54 0.2335
```

---

[6]
Here is C3H6N2O in the gas phase from the Open Molecules 2025 dataset. Energies are from ωB97M-V/def2-TZVPD.

Frontier orbital gap (eV): 9.93
Highest occupied orbital energy (eV): -9.348
SMILES string: C=N/N=C\CO
LUMO energy (eV): 0.582
E (a.u.): -302.56998

```
12
Properties=species:S:1:pos:R:3:mulliken_charge:R:1
C 1.08 -0.27 -1.35 -0.2574
C 0.30 -1.24 -0.38 -0.0379
C -1.31 0.86 1.75 -0.3278
H 0.13 1.34 -0.77 0.4669
H 2.01 -0.21 -0.74 0.2030
H 1.27 -0.72 -2.29 0.3299
H 0.46 -2.37 -0.34 0.3335
H -1.68 1.95 1.83 0.2402
H -1.59 0.09 2.53 0.2853
N -0.46 -0.92 0.65 -0.5263
N -0.76 0.49 0.70 -0.1738
O 0.55 1.00 -1.60 -0.5357
```

---

[7]
Here is 2 unconnected molecules or ions with the total composition C3H6N2O from the Open Molecules 2025 dataset. Energies are from ωB97M-V/def2-TZVPD.

Frontier orbital gap (eV): 8.73
Highest occupied orbital energy (eV): -8.276
LUMO energy (eV): 0.452
E (a.u.): -302.49142

```
12
Properties=species:S:1:pos:R:3:mulliken_charge:R:1
C 2.48 0.35 0.10 0.1707
C -1.46 -0.45 -0.07 -0.5342
C -1.70 0.82 -0.40 -0.4506
N 1.85 1.34 0.03 0.5195
N 3.00 -0.78 0.41 -0.4256
O 1.36 2.40 -0.13 -0.6734
H -2.24 -0.93 0.53 0.1981
H -0.76 -1.00 -0.51 0.3448
H -2.50 1.37 0.10 0.1994
H -1.00 1.48 -0.93 0.2350
H 3.74 -1.06 -0.25 0.2264
H 2.77 -1.33 1.17 0.1899
```

---

[8]
Here is C3H6N2O in the gas phase from the Open Molecules 2025 dataset. Energies are from ωB97M-V/def2-TZVPD.

Frontier orbital gap (spin up / spin down) (eV): 8.81 / 8.81
Highest occupied orbital energy (spin up / spin down) (eV): -9.773 / -9.772
LUMO energy (spin up / spin down) (eV): -0.961 / -0.959
E (a.u.): -302.54025

```
12
Properties=species:S:1:pos:R:3:mulliken_charge:R:1
O 2.69 -0.05 -0.73 -0.5434
C 1.50 -0.07 -0.32 0.6416
N 0.68 0.96 0.01 -0.2540
C -0.74 0.65 -0.07 -0.3290
C -0.98 -0.73 0.51 -1.0196
N 1.31 -1.35 -0.26 -0.4155
H 1.01 1.86 -0.33 0.2623
H -1.08 0.68 -1.12 0.2605
H -1.30 1.41 0.48 0.3066
H -0.73 -0.78 1.57 0.3184
H -2.00 -1.08 0.32 0.3661
H -0.36 -1.49 -0.05 0.4060
```

---

Maximum force across the listed records, respectively: 2.08; 1.11; 1.42; 5.24; 4.31; 2.81; 5.60; 0.84 eV Å⁻¹.
Molecular weight across the listed records, respectively: 70.09; 70.09; 70.09; 86.09; 86.09; 86.09; 86.09; 86.09 Da.
Energy relative to the best compared isomer or geometry (same formula, charge and spin) across the listed records, respectively: 45.1; 89.2; 110.0; 62.1; 129.1; 77.3; 126.6; 95.9 kcal/mol.